--- A ---
# C3H8OS

A single C3H8OS molecule (ωB97M-V/def2-TZVPD, the OMol25 dataset).

Properties
* LUMO level: 0.9 eV
* HOMO-LUMO gap: 9.77 eV

Last columns: bonded neighbours and bond lengths (Å).
Geometry (Å):
1 C -0.65437 0.00173 -0.11409  C2 1.507, S5 2.101, H6 1.146, H13 1.105
2 C -1.45362 -1.22055 0.25859  C1 1.507, H7 1.167, H8 1.066, H9 1.090
3 C 1.92399 1.01251 0.03071  S5 1.788, H10 1.034, H11 1.102, H12 1.099
4 O 1.66030 -1.50215 -0.57236  S5 1.448
5 S 1.27146 -0.58940 0.48249  C1 2.101, C3 1.788, O4 1.448
6 H -0.27514 0.16411 -1.18358  C1 1.146
7 H -1.67482 -1.34258 1.39765  C2 1.167
8 H -2.38856 -1.34223 -0.23980  C2 1.066
9 H -0.90094 -2.10579 -0.05626  C2 1.090
10 H 2.90521 1.01542 -0.29629  C3 1.034
11 H 1.45189 1.21446 -0.94440  C3 1.102
12 H 1.87140 1.66186 0.91568  C3 1.099
13 H -1.30993 0.70875 0.42650  C1 1.105

=====

--- B ---
# C3H8OS

A single C3H8OS molecule (ωB97M-V/def2-TZVPD, the OMol25 dataset).

Properties
* SMILES: CSCCO
* LUMO level: 0.9 eV
* HOMO-LUMO gap: 9.76 eV

Last columns: bonded neighbours and bond lengths (Å).
Geometry (Å):
1 C 1.84415 -0.43527 -0.09117  S2 1.756, H6 1.051, H7 1.101, H8 1.078
2 S 0.64515 0.30780 0.95464  C1 1.756, C3 1.802
3 C -0.68721 -0.75145 0.36154  S2 1.802, C4 1.485, H9 1.145, H10 1.093
4 C -1.10752 -0.26259 -0.97654  C3 1.485, O5 1.341, H11 1.098, H12 1.075
5 O -1.52749 1.01043 -0.99103  C4 1.341, H13 0.971
6 H 2.70990 0.16034 -0.10104  C1 1.051
7 H 2.24792 -1.36447 0.33938  C1 1.101
8 H 1.46562 -0.75599 -1.04801  C1 1.078
9 H -1.58960 -0.76031 1.06679  C3 1.145
10 H -0.32889 -1.76715 0.17333  C3 1.093
11 H -0.24401 -0.38428 -1.64430  C4 1.098
12 H -1.84549 -0.96794 -1.31273  C4 1.075
13 H -0.81449 1.52740 -0.58234  O5 0.971

=====

--- C ---
# C3H8OS

A single C3H8OS molecule (ωB97M-V/def2-TZVPD, the OMol25 dataset).

Properties
* SMILES: CC=[S@H](C)=O
* LUMO level (alpha / beta): 0.3 / -0.9 eV
* HOMO-LUMO gap (alpha / beta): 8.54 / 7.70 eV

Last columns: bonded neighbours and bond lengths (Å).
Geometry (Å):
1 C -0.04679 0.31305 1.86959  C2 1.511, H6 1.130, H7 1.084, H8 1.120
2 C 0.68305 -0.02831 0.59120  C1 1.511, S3 1.643, H9 1.064
3 S 0.06126 0.80589 -0.67986  C2 1.643, C4 1.842, O5 2.065, H10 1.468
4 C -0.01093 -0.56129 -1.91222  S3 1.842, H11 1.056, H12 1.081, H13 1.095
5 O 0.03296 2.25291 -2.15211  S3 2.065
6 H 0.20959 -0.21971 2.83201  C1 1.130
7 H -0.04534 1.38339 2.04046  C1 1.084
8 H -1.14622 0.10276 1.84991  C1 1.120
9 H 1.72240 0.17709 0.49803  C2 1.064
10 H -1.23749 1.02983 -0.03310  S3 1.468
11 H -0.97813 -0.97832 -1.98222  C4 1.056
12 H 0.21953 -0.24796 -2.92045  C4 1.081
13 H 0.64237 -1.32348 -1.47473  C4 1.095

=====

Which structure is the least stable? The one labeled C.

=====

--- A ---
# C2H9NO2

2 unconnected molecules or ions with the total composition C2H9NO2 (ωB97M-V/def2-TZVPD, the OMol25 dataset).

Properties
* SMILES: NCCO.O
* LUMO level: 0.8 eV
* HOMO-LUMO gap: 10.38 eV

Last columns: bonded neighbours and bond lengths (Å).
Geometry (Å):
1 N 0.68739 1.06183 -0.53135  C2 1.461, H5 1.008, H6 1.024
2 C 1.53205 -0.05550 -0.11621  N1 1.461, C3 1.545, H7 1.080, H8 1.089
3 C 0.71517 -1.06479 0.72137  C2 1.545, O4 1.440, H9 1.075, H10 1.082
4 O -0.29236 -0.39099 1.49906  C3 1.440, H11 0.962
5 H 1.20569 1.92432 -0.59483  N1 1.008
6 H -0.00805 1.12770 0.21718  N1 1.024
7 H 2.40216 0.25842 0.44043  C2 1.080
8 H 1.95539 -0.54850 -0.99069  C2 1.089
9 H 1.34381 -1.60405 1.40664  C3 1.075
10 H 0.20758 -1.69964 0.00789  C3 1.082
11 H -1.16814 -0.57423 1.14488  O4 0.962
12 O -2.28282 0.31777 -1.34031  H13 0.977, H14 0.964
13 H -1.63113 -0.36844 -1.58240  O12 0.977
14 H -1.75198 1.10024 -1.15447  O12 0.964

=====

--- B ---
# C2H9NO2

3 unconnected molecules or ions with the total composition C2H9NO2 (ωB97M-V/def2-TZVPD, the OMol25 dataset).

Properties
* SMILES: C=NC.O.O
* LUMO level: 0.8 eV
* HOMO-LUMO gap: 10.80 eV

Last columns: bonded neighbours and bond lengths (Å).
Geometry (Å):
1 C -0.56389 -0.71816 -1.68943  N2 1.285, H4 1.193, H5 1.074
2 N -0.87414 -0.73975 -0.44278  C1 1.285, C3 1.426
3 C -1.57394 0.41795 0.00839  N2 1.426, H6 1.137, H7 1.081, H8 1.083
4 H 0.43472 -1.22924 -2.09473  C1 1.193
5 H -1.11332 -0.13538 -2.40456  C1 1.074
6 H -2.67774 0.19158 0.16212  C3 1.137
7 H -1.14092 0.67732 0.96452  C3 1.081
8 H -1.54446 1.22769 -0.71042  C3 1.083
9 O 0.94603 1.53637 1.66365  H10 1.020, H11 0.992
10 H 1.27778 0.63870 1.30986  O9 1.020
11 H 1.70532 2.17504 1.67831  O9 0.992
12 O 1.76742 -1.10356 0.75406  H13 0.985, H14 1.027
13 H 0.85801 -1.20000 0.38737  O12 0.985
14 H 2.49912 -1.73857 0.41364  O12 1.027

=====

--- C ---
# C2H9NO2

2 unconnected molecules or ions with the total composition C2H9NO2 (ωB97M-V/def2-TZVPD, the OMol25 dataset).

Properties
* SMILES: CNCO.O
* LUMO level: 0.6 eV
* HOMO-LUMO gap: 9.44 eV

Last columns: bonded neighbours and bond lengths (Å).
Geometry (Å):
1 C -1.52458 0.13873 1.53510  N2 1.453, H5 1.090, H6 1.095, H7 1.094
2 N -1.34385 0.74485 0.22690  C1 1.453, C3 1.421, H8 1.009
3 C -0.99546 -0.12926 -0.83792  N2 1.421, O4 1.436, H9 1.089, H10 1.090
4 O 0.21474 -0.87845 -0.64438  C3 1.436, H11 0.975
5 H -0.59908 -0.01536 2.09056  C1 1.090
6 H -2.00301 -0.83542 1.39214  C1 1.095
7 H -2.19922 0.74975 2.14194  C1 1.094
8 H -0.83720 1.61683 0.25555  N2 1.009
9 H -1.76308 -0.89555 -0.93021  C3 1.089
10 H -0.91331 0.44057 -1.76367  C3 1.090
11 H 0.89704 -0.21570 -0.43067  O4 0.975
12 O 2.91567 0.13485 -0.40121  H13 0.964, H14 0.962
13 H 3.04937 -0.75774 -0.06239  O12 0.964
14 H 3.62695 0.66020 -0.02254  O12 0.962

=====

Which structure is the least stable? The one labeled B.

=====

--- A ---
# C3H8N5

2 unconnected molecules or ions with the total composition C3H8N5 (ωB97M-V/def2-TZVPD, the OMol25 dataset).

Properties
* net charge: +1
* LUMO level (alpha / beta): -5.2 / -7.6 eV
* HOMO-LUMO gap (alpha / beta): 10.22 / 8.16 eV

Last columns: bonded neighbours and bond lengths (Å).
Geometry (Å):
1 C -0.03085 0.05572 -0.01010  N6 1.329, N7 1.328
2 C -1.12147 2.31302 0.05884  N6 1.431, H9 1.088, H10 1.090, H11 1.091
3 C 0.17529 -2.43744 0.04640  N7 1.430, H12 1.091, H13 1.088, H14 1.088
4 N -2.15319 0.13361 0.22335  N5 1.263, N6 1.328
5 N -1.82347 -1.08540 0.21564  N4 1.263, N7 1.328
6 N -1.06633 0.88363 0.08682  C1 1.329, C2 1.431, N4 1.328
7 N -0.50683 -1.18148 0.07421  C1 1.328, C3 1.430, N5 1.328
8 N 2.86968 0.17651 -0.24661  H15 1.015, H16 1.013
9 H -0.11278 2.71957 0.05781  C2 1.088
10 H -1.65748 2.64044 -0.83225  C2 1.090
11 H -1.66827 2.66663 0.93372  C2 1.091
12 H 0.46190 -2.72780 1.05851  C3 1.091
13 H -0.50518 -3.18692 -0.35294  C3 1.088
14 H 1.07090 -2.35722 -0.56664  C3 1.088
15 H 2.95091 0.51991 -1.19859  N8 1.015
16 H 3.11719 0.86723 0.45183  N8 1.013

=====

--- B ---
# C3H8N5

2 unconnected molecules or ions with the total composition C3H8N5 (ωB97M-V/def2-TZVPD, the OMol25 dataset).

Properties
* net charge: +1
* LUMO level: -5.8 eV
* HOMO-LUMO gap: 10.30 eV

Last columns: bonded neighbours and bond lengths (Å).
Geometry (Å):
1 C 1.44524 1.25830 -0.02210  C3 1.485, H9 1.083, H10 1.010, H11 1.057
2 C 1.46883 -1.23332 -0.22843  C3 1.441, H12 1.128, H13 1.073, H14 1.162
3 C 1.26611 -0.07548 0.60474  C1 1.485, C2 1.441, H15 1.140
4 N -3.02677 -0.71042 0.30327  N5 1.277, N7 1.303
5 N -1.84435 -1.12087 0.55552  N4 1.277, N8 1.319
6 N -1.62643 0.72998 -0.30534  N7 1.283, N8 1.219
7 N -2.88105 0.47959 -0.20673  N4 1.303, N6 1.283, H16 0.997
8 N -0.98811 -0.21894 0.11668  N5 1.319, N6 1.219
9 H 1.02273 2.05141 0.58155  C1 1.083
10 H 0.90597 1.33585 -0.87196  C1 1.010
11 H 2.46097 1.37261 -0.28939  C1 1.057
12 H 2.38480 -1.83006 0.04755  C2 1.128
13 H 1.56339 -0.96802 -1.26421  C2 1.073
14 H 0.65623 -2.05805 -0.12478  C2 1.162
15 H 0.80896 -0.07326 1.64862  C3 1.140
16 H -3.61653 1.06070 -0.54499  N7 0.997

=====

Which structure is the least stable? The one labeled A.

=====

--- A ---
# C2H7O2P

2 unconnected molecules or ions with the total composition C2H7O2P (ωB97M-V/def2-TZVPD, the OMol25 dataset).

Properties
* SMILES: O=[PH2]O.C=C
* LUMO level: 0.8 eV
* HOMO-LUMO gap: 10.78 eV

Last columns: bonded neighbours and bond lengths (Å).
Geometry (Å):
1 O -0.55791 1.33120 -3.20573  P2 1.453
2 P 0.43024 0.67547 -2.36617  O1 1.453, O3 1.696, H4 1.430, H5 1.397
3 O -0.21390 0.27374 -0.84928  P2 1.696, H6 0.960
4 H 1.57116 1.37981 -1.86770  P2 1.430
5 H 0.70414 -0.52786 -3.02150  P2 1.397
6 H -1.04239 -0.18339 -1.01013  O3 0.960
7 C -0.73258 -0.14433 2.22300  C8 1.359, H9 1.076, H10 1.098
8 C 0.27202 -0.95119 1.79166  C7 1.359, H11 1.044, H12 1.123
9 H -0.70252 0.88042 1.89643  C7 1.076
10 H -1.32015 -0.30487 3.13620  C7 1.098
11 H 0.53750 -1.88461 2.17772  C8 1.044
12 H 1.05439 -0.54438 1.09551  C8 1.123

=====

--- B ---
# C2H7O2P

2 unconnected molecules or ions with the total composition C2H7O2P (ωB97M-V/def2-TZVPD, the OMol25 dataset).

Properties
* LUMO level (alpha / beta): -0.9 / 0.0 eV
* HOMO-LUMO gap (alpha / beta): 6.99 / 8.23 eV

Last columns: bonded neighbours and bond lengths (Å).
Geometry (Å):
1 C 2.32768 1.54540 0.53612  O3 1.256, H7 1.086, H8 1.055
2 C -2.38199 -0.32444 -0.28531  O4 1.433, H9 1.118, H10 1.094, H11 1.140
3 O 2.25829 0.45219 -0.07872  C1 1.256, P5 1.630
4 O -1.90083 -1.62779 0.06540  C2 1.433, H6 0.981
5 P 1.34529 -0.87779 0.15376  O3 1.630, H12 1.516
6 H -0.92667 -1.55499 0.15595  O4 0.981
7 H 1.84096 1.81596 1.46815  C1 1.086
8 H 2.96091 2.30720 0.17242  C1 1.055
9 H -3.46331 -0.43453 -0.02193  C2 1.118
10 H -2.35307 -0.17038 -1.36833  C2 1.094
11 H -1.75812 0.53047 0.13856  C2 1.140
12 H 2.05086 -1.66128 -0.93607  P5 1.516

=====

--- C ---
# C2H7O2P

A single C2H7O2P molecule (ωB97M-V/def2-TZVPD, the OMol25 dataset).

Properties
* SMILES: CO[P@@H](C)=O
* LUMO level: 0.8 eV
* HOMO-LUMO gap: 11.26 eV

Last columns: bonded neighbours and bond lengths (Å).
Geometry (Å):
1 C -0.36832 -0.04069 1.59481  O2 1.408, H6 1.116, H7 1.096, H8 1.099
2 O 0.93227 -0.46209 1.25716  C1 1.408, P3 1.850
3 P 1.10666 -1.07079 -0.48128  O2 1.850, C4 1.819, O5 1.466, H9 1.388
4 C 0.53637 0.31197 -1.51603  P3 1.819, H10 1.038, H11 1.009, H12 1.088
5 O 2.41400 -1.68364 -0.73583  P3 1.466
6 H -0.65260 -0.82896 2.33135  C1 1.116
7 H -0.94055 -0.30771 0.69863  C1 1.096
8 H -0.51900 0.99656 1.92665  C1 1.099
9 H -0.06850 -1.77921 -0.27310  P3 1.388
10 H 0.83386 0.40894 -2.50532  C4 1.038
11 H -0.46327 0.36314 -1.38695  C4 1.009
12 H 1.10673 1.16210 -1.14628  C4 1.088

=====

Which structure is the least stable? The one labeled B.